# CHCl3

CHCl3 in the gas phase (ωB97M-V/def2-TZVPD, the Open Molecules 2025 dataset).

XYZ file:
```
5
Properties=species:S:1:pos:R:3:forces:R:3
C -15.661 8.532 2.277 -0.31 -0.03 0.16
Cl -15.987 7.885 3.894 0.09 0.05 -0.10
Cl -14.259 9.584 2.277 0.13 0.06 0.02
Cl -17.086 9.384 1.665 0.10 -0.08 -0.02
H -15.460 7.691 1.628 -0.01 0.01 -0.06
```
Forces are in eV/Å.

Its SMILES is ClC(Cl)Cl. For the HOMO energy, the calculation gives -0.4107 hartree. Its multiplicity is 1. Its total charge is 0.

Atom-resolved charges from Löwdin, all expressed in e: -1.56, 0.51, 0.53, 0.51, 0.01

# C18H41B4ClN2O5

3 unconnected molecules or ions with the total composition C18H41B4ClN2O5 at a distorted geometry (ωB97M-V/def2-TZVPD, the Open Molecules 2025 dataset).

XYZ file:
```
71
Properties=species:S:1:pos:R:3:forces:R:3
C -2.063 0.990 -3.131 0.35 0.25 -0.94
N -2.719 -0.255 -2.619 0.77 0.36 1.02
C -3.549 -0.007 -1.398 -0.13 -0.22 0.36
B -1.765 -1.397 -2.456 -2.24 -0.73 -2.85
O -1.657 -2.333 -3.576 1.32 2.52 1.22
B -0.848 -1.738 -1.112 1.22 -2.33 2.49
O 0.487 -2.325 -1.294 -0.50 3.36 0.95
B 1.459 -1.475 -0.651 0.11 -0.61 1.09
C 2.865 -0.964 -1.272 0.62 -0.61 -0.47
C 3.137 -1.399 -2.799 0.76 1.10 -0.33
C 1.930 -1.097 -3.814 -0.50 -2.05 0.89
Cl 2.568 -0.962 -5.553 -0.59 0.19 1.40
O 1.172 -1.056 0.734 -3.00 0.93 -2.27
B -0.229 -0.687 0.827 0.66 -1.75 0.05
O -0.582 0.581 1.454 1.57 2.31 -3.29
C -0.090 1.606 0.586 1.68 0.04 -1.68
N 0.440 2.322 -0.243 -3.02 -3.67 4.46
O -1.280 -1.529 0.280 3.02 2.32 -1.26
H -2.663 1.946 -2.877 0.99 -1.71 -0.30
H -1.977 0.920 -4.282 -0.12 0.23 1.76
H -0.992 1.081 -2.717 -1.43 0.32 -0.47
H -3.879 -1.038 -0.997 0.29 1.76 -0.51
H -4.478 0.628 -1.676 1.54 -1.11 0.47
H -2.955 0.518 -0.569 -0.89 -0.55 -0.96
H -1.292 -1.785 -4.315 -0.86 -0.81 0.24
H 3.047 0.168 -1.163 -0.60 -1.69 0.00
H 3.700 -1.468 -0.638 -1.33 0.86 -0.88
H 3.466 -2.492 -2.844 -0.73 1.48 -0.10
H 4.040 -0.773 -3.173 -1.43 -1.10 0.64
H 1.247 -0.232 -3.511 1.36 -0.81 -0.69
H 1.263 -2.047 -3.818 1.03 1.73 -0.12
C -1.916 4.363 1.605 -0.08 0.01 0.20
C -2.941 3.772 0.646 0.13 -0.03 -0.11
C -2.748 4.229 -0.801 -0.08 -0.04 -0.09
C -2.907 5.734 -1.038 0.12 0.04 0.11
C -4.250 6.326 -0.612 0.06 0.02 -0.09
C -5.433 5.747 -1.375 -0.13 0.02 0.08
H -1.992 5.452 1.656 0.04 -0.06 0.00
H -2.077 3.973 2.614 0.07 0.07 -0.04
H -0.900 4.102 1.299 -0.06 0.12 0.01
H -3.951 4.010 0.994 0.01 -0.03 -0.05
H -2.856 2.679 0.678 -0.08 0.03 -0.02
H -3.456 3.685 -1.437 0.00 0.05 0.02
H -1.749 3.928 -1.138 -0.04 0.01 0.06
H -2.753 5.932 -2.105 -0.03 0.00 0.06
H -2.105 6.270 -0.517 -0.04 -0.06 -0.05
H -4.222 7.407 -0.783 0.02 -0.05 0.07
H -4.405 6.189 0.464 0.05 0.01 -0.05
H -5.319 5.909 -2.451 -0.01 -0.06 0.06
H -6.360 6.230 -1.057 0.01 -0.07 -0.08
H -5.543 4.673 -1.198 0.00 0.06 -0.04
C 3.584 -4.206 0.713 -0.18 -0.04 -0.04
C 3.148 -3.328 1.878 0.22 0.09 -0.02
C 4.181 -3.263 3.005 -0.08 0.04 0.14
C 4.482 -4.599 3.694 0.08 -0.06 -0.15
C 3.272 -5.306 4.306 0.10 0.01 0.04
C 2.604 -4.507 5.415 -0.15 -0.05 0.02
H 3.712 -5.248 1.018 0.02 0.05 -0.07
H 2.828 -4.185 -0.078 0.08 -0.07 -0.03
H 4.527 -3.852 0.288 0.00 -0.06 0.02
H 2.183 -3.675 2.261 0.03 0.03 0.01
H 2.982 -2.314 1.504 0.02 -0.11 0.19
H 3.839 -2.538 3.752 0.04 -0.04 -0.04
H 5.119 -2.861 2.604 -0.06 -0.02 0.00
H 5.225 -4.420 4.480 -0.06 -0.02 -0.03
H 4.961 -5.277 2.978 -0.02 0.06 0.04
H 3.605 -6.264 4.719 -0.03 0.03 -0.08
H 2.536 -5.545 3.531 0.07 0.01 0.01
H 3.313 -4.292 6.221 -0.05 0.03 -0.06
H 1.772 -5.074 5.840 0.04 0.09 0.03
H 2.204 -3.558 5.047 0.04 -0.04 0.05
```
Forces are in eV/Å.

Its SMILES is CN(C)B(O)B1OB(CCCCl)OB(OC#N)O1.CCCCCC.CCCCCC. For the HOMO energy, the calculation gives -0.3332 hartree. Its multiplicity is 1. Its total charge is 0.

Results of the Löwdin charge analysis, in e, for atoms 1 through 8: -0.07, -0.15, -0.08, -0.34, 0.07, -0.26, 0.21, -0.45

# C38H39BrCoIN6O2P2

A molecular structure, C38H39BrCoIN6O2P2 at a distorted geometry (ωB97M-V/def2-TZVPD, the Open Molecules 2025 dataset).

XYZ file:
```
90
Properties=species:S:1:pos:R:3:forces:R:3
Co 1.478 0.123 -0.570 0.10 0.34 0.26
N 3.731 0.053 -0.383 -0.32 -0.08 -0.75
C 4.372 0.138 0.906 0.21 0.10 0.90
C 5.746 0.007 1.042 -0.19 0.12 -0.06
C 6.327 0.143 2.295 -0.06 -0.02 -0.04
C 5.541 0.428 3.404 0.11 0.03 0.02
C 4.167 0.542 3.280 0.02 -0.15 -0.22
C 3.575 0.358 2.031 -0.11 0.01 -0.31
P 1.783 0.296 1.776 0.28 -0.05 0.58
C 1.382 -1.482 1.648 -0.01 0.05 -0.01
C 0.021 -1.824 1.667 0.25 0.02 -0.04
C -0.357 -3.152 1.687 -0.03 -0.07 -0.12
C 0.611 -4.149 1.691 0.05 0.08 0.04
C 1.957 -3.813 1.673 -0.11 -0.19 -0.07
C 2.349 -2.488 1.626 -0.15 0.14 0.05
C 1.095 0.774 3.385 -0.16 -0.03 -0.26
C 0.974 -0.201 4.380 0.18 0.22 -0.15
C 0.670 0.181 5.672 -0.08 -0.05 0.08
C 0.451 1.519 5.972 0.02 0.03 -0.05
C 0.557 2.488 4.982 -0.13 -0.05 0.10
C 0.873 2.117 3.686 0.07 -0.14 -0.08
H 4.099 -0.759 -0.881 -0.11 0.05 0.04
H 4.008 0.864 -0.939 -0.06 -0.14 0.09
H 6.359 -0.188 0.173 0.09 -0.03 -0.06
H 7.396 0.039 2.396 0.07 0.00 0.05
H 6.002 0.552 4.372 0.04 0.03 0.06
H 3.563 0.763 4.147 -0.06 -0.05 0.06
H -0.723 -1.040 1.729 -0.09 -0.01 0.04
H -1.403 -3.419 1.716 -0.09 -0.02 0.04
H 0.313 -5.185 1.723 -0.02 -0.11 0.03
H 2.708 -4.587 1.713 0.07 -0.10 -0.05
H 3.401 -2.246 1.619 0.12 0.06 0.06
H 1.164 -1.239 4.153 -0.01 -0.11 0.03
H 0.618 -0.571 6.447 -0.07 0.01 0.05
H 0.199 1.804 6.981 0.02 0.06 0.10
H 0.393 3.526 5.226 -0.01 0.07 0.00
H 0.972 2.872 2.918 0.05 0.11 -0.08
N 4.000 4.360 -3.841 0.37 0.60 0.16
C 3.391 3.013 -3.888 -0.84 -0.81 0.48
P 1.927 2.996 -2.684 -0.03 -0.50 -0.46
O 2.083 4.242 -1.881 0.08 0.57 -0.01
O 1.817 1.673 -1.994 0.06 -0.23 -0.43
C 0.347 3.349 -3.682 0.71 -0.78 0.07
N -0.201 4.582 -3.074 -0.14 0.73 0.51
H 4.985 4.363 -4.144 -0.21 0.00 0.13
H 3.923 4.692 -2.857 0.07 0.16 -0.39
H 3.508 5.041 -4.435 0.15 -0.15 0.20
H 4.117 2.282 -3.526 -0.02 0.13 -0.05
H 3.119 2.743 -4.907 0.05 0.06 -0.01
H -0.339 2.512 -3.564 -0.07 0.10 0.03
H 0.526 3.487 -4.746 0.00 0.06 0.00
H -1.129 4.470 -2.659 0.16 -0.04 -0.08
H -0.262 5.374 -3.723 0.02 -0.17 0.09
H 0.511 4.818 -2.312 -0.31 0.20 -0.25
N -5.827 -0.122 -1.490 0.96 -0.09 0.02
C -7.088 0.286 -1.138 -1.66 0.06 -0.28
C -8.356 -0.061 -1.576 1.78 -0.40 -0.45
C -9.445 0.563 -0.962 -0.36 0.37 0.18
C -9.271 1.564 -0.004 0.49 0.57 0.72
C -8.011 1.939 0.425 -1.33 0.29 0.38
C -6.894 1.315 -0.167 1.24 -0.98 -0.69
N -5.575 1.492 0.020 -0.55 0.72 0.89
C -4.947 0.610 -0.746 -1.13 -0.55 -0.77
C -3.507 0.481 -0.761 1.38 -0.19 -0.05
C -2.807 -0.366 -1.629 -0.38 0.32 0.27
C -1.428 -0.413 -1.566 -0.02 -0.20 -0.26
N -0.691 0.294 -0.706 -0.20 0.05 -0.10
C -1.356 1.106 0.128 0.14 0.15 0.11
C -2.731 1.235 0.135 -0.54 -0.13 -0.22
H -5.620 -0.866 -2.142 0.04 0.07 0.09
H -8.512 -0.751 -2.393 -0.03 -0.20 0.07
H -10.445 0.260 -1.232 -0.09 -0.01 -0.08
H -10.144 2.025 0.431 -0.03 0.02 0.09
H -7.877 2.635 1.239 0.01 0.21 -0.05
H -3.308 -0.980 -2.361 -0.03 -0.07 -0.08
H -0.894 -1.049 -2.256 0.06 -0.04 0.03
H -0.755 1.677 0.824 0.01 -0.01 0.07
H -3.225 1.904 0.823 0.06 0.06 0.10
Br 3.916 -4.485 -1.344 -0.10 -0.22 -0.01
C 2.087 -4.930 -1.545 0.24 0.45 -0.06
C 1.678 -6.246 -1.369 0.11 0.15 -0.04
C 0.340 -6.576 -1.494 -0.09 0.16 -0.03
C -0.599 -5.594 -1.775 0.09 -0.03 0.01
C -0.199 -4.283 -1.966 0.03 0.20 -0.07
C 1.142 -3.958 -1.866 0.24 -0.01 0.21
I 1.772 -1.972 -2.343 -0.09 -0.61 -0.34
H 2.412 -7.007 -1.157 0.09 -0.04 0.05
H 0.033 -7.602 -1.385 -0.04 -0.15 0.05
H -1.641 -5.848 -1.872 -0.15 -0.06 -0.01
H -0.924 -3.524 -2.211 -0.12 0.07 -0.06
```
Forces are in eV/Å.

For the HOMO energy (spin up / spin down), the calculation gives -0.6130 / -0.6246 hartree. Its multiplicity is 5. Its total charge is +4.

Results of the Löwdin charge analysis, in e, for atoms 1 through 8: 0.37, 0.01, -0.33, -0.01, -0.03, -0.03, -0.04, -0.30

# C33H35MoN8O4PS3

A molecular structure, C33H35MoN8O4PS3 (ωB97M-V/def2-TZVPD, the Open Molecules 2025 dataset).

XYZ file:
```
85
Properties=species:S:1:pos:R:3:forces:R:3
Mo 0.088 -0.106 -0.251 0.11 0.28 -0.47
C 1.728 -0.731 5.043 -0.01 0.00 0.01
N 0.846 -0.683 3.876 -0.03 0.03 0.04
C -0.494 -0.968 3.894 0.05 0.03 -0.02
C -0.937 -0.847 2.615 -0.02 0.06 -0.01
N 0.120 -0.487 1.823 -0.04 0.17 0.07
C 1.193 -0.391 2.610 0.08 -0.12 0.00
P 2.888 -0.011 2.062 -0.05 -0.02 0.02
C 2.929 -1.153 0.640 0.06 -0.04 0.01
N 2.026 -1.180 -0.339 -0.09 0.02 0.09
C 2.479 -2.066 -1.277 0.01 0.06 -0.04
C 3.662 -2.587 -0.851 0.03 0.02 0.02
N 3.934 -2.003 0.357 0.03 0.01 -0.02
C 5.117 -2.267 1.178 0.00 -0.02 0.00
C 2.488 1.455 1.058 -0.07 0.00 0.03
N 1.520 1.503 0.144 0.13 -0.07 -0.12
C 1.575 2.742 -0.440 -0.07 -0.01 0.11
C 2.582 3.447 0.144 0.03 0.02 0.01
N 3.147 2.627 1.084 -0.03 0.01 0.00
C 4.282 2.977 1.939 0.01 0.00 -0.01
H 1.115 -0.670 5.937 0.00 0.00 0.00
H 2.290 -1.663 5.057 -0.01 -0.01 -0.01
H 2.412 0.113 5.028 0.00 0.00 -0.01
H -1.010 -1.225 4.802 0.00 -0.01 0.00
H -1.927 -0.993 2.223 -0.02 0.01 -0.01
H 1.957 -2.235 -2.201 -0.06 -0.06 -0.04
H 4.328 -3.300 -1.303 0.00 -0.01 0.01
H 5.760 -2.955 0.638 0.00 0.00 -0.01
H 5.663 -1.345 1.361 -0.01 0.01 0.00
H 4.827 -2.721 2.122 -0.01 0.00 0.00
H 0.874 3.052 -1.194 -0.06 0.02 -0.08
H 2.935 4.450 -0.023 0.00 0.00 0.00
H 4.436 4.050 1.881 -0.01 0.00 0.00
H 4.071 2.707 2.971 -0.01 0.00 0.00
H 5.183 2.470 1.600 0.00 0.00 -0.01
C -4.152 -3.448 0.060 0.02 -0.01 -0.07
C -3.199 -4.557 -0.360 -0.06 0.03 0.09
C -1.951 -4.064 -1.115 0.00 0.03 -0.03
C -1.055 -5.300 -1.405 0.00 -0.06 0.05
C 0.131 -5.063 -2.326 -0.01 0.01 -0.02
C -2.367 -3.491 -2.461 0.00 0.16 -0.02
O -3.185 -3.995 -3.169 -0.01 -0.08 -0.09
N -1.687 -2.330 -2.916 0.02 -0.33 0.10
C -0.930 -1.572 -2.115 -0.17 0.41 0.34
O -0.363 -0.509 -2.478 0.21 -0.27 0.50
N -0.796 -1.862 -0.775 -0.03 -0.27 -0.54
C -1.182 -3.094 -0.223 0.12 0.10 -0.18
O -0.879 -3.360 0.911 -0.03 -0.02 0.07
H -5.029 -3.865 0.552 -0.01 -0.01 0.00
H -4.500 -2.880 -0.807 0.03 -0.03 0.04
H -3.681 -2.761 0.767 0.00 0.00 0.00
H -3.710 -5.262 -1.014 0.01 0.00 0.00
H -2.847 -5.107 0.513 0.00 -0.01 0.00
H -1.708 -6.061 -1.835 0.00 0.01 0.00
H -0.719 -5.668 -0.435 -0.01 0.00 0.00
H -0.180 -4.819 -3.343 0.00 0.01 0.00
H 0.743 -5.962 -2.382 -0.01 0.00 -0.01
H 0.771 -4.260 -1.957 0.07 0.07 0.05
H -1.861 -2.032 -3.869 0.00 0.05 0.02
O -1.211 1.154 -0.453 -0.29 -0.19 0.05
C -2.260 2.065 -0.007 0.18 0.24 0.08
C -3.556 1.423 -0.424 -0.08 -0.03 -0.09
C -3.947 0.131 -0.220 -0.05 -0.04 -0.02
C -5.245 -0.135 -0.727 -0.03 0.01 0.03
C -5.805 0.969 -1.297 -0.01 0.00 0.01
S -4.769 2.319 -1.239 0.01 -0.03 -0.02
C -2.179 2.230 1.492 0.03 -0.12 0.02
C -3.100 1.871 2.433 0.00 0.15 -0.04
C -2.690 2.179 3.760 0.00 0.00 -0.03
C -1.460 2.756 3.799 0.01 0.01 0.02
S -0.798 2.955 2.233 0.03 -0.07 0.05
C -2.036 3.363 -0.758 -0.01 0.00 0.09
C -1.663 3.489 -2.065 0.01 -0.02 -0.05
C -1.679 4.837 -2.511 0.03 -0.06 -0.01
C -2.084 5.696 -1.536 -0.03 -0.02 0.04
S -2.441 4.887 -0.078 0.06 0.02 0.02
H -3.334 -0.609 0.276 0.04 0.00 0.01
H -5.748 -1.088 -0.661 0.01 0.05 0.00
H -6.779 1.057 -1.750 0.00 0.00 0.00
H -4.060 1.447 2.180 -0.02 -0.05 0.00
H -3.297 2.006 4.636 0.00 -0.01 -0.01
H -0.930 3.126 4.662 0.01 -0.02 0.00
H -1.421 2.642 -2.694 0.02 0.00 0.01
H -1.413 5.150 -3.510 0.00 -0.01 0.00
H -2.192 6.767 -1.597 -0.01 0.00 0.00
```
Forces are in eV/Å.

For the HOMO energy (spin up / spin down), the calculation gives -0.4838 / -0.4839 hartree. Its multiplicity is 3. Its total charge is +2.

Results of the Löwdin charge analysis, in e, for atoms 1 through 8: 1.83, 0.01, -0.10, 0.00, -0.09, -0.08, -0.44, 1.21

no.,calculated total energy (eV)
1,-38620.3540
2,-47782.4956
3,-187389.6232
4,-98540.8252